A cluster of 15 separate species, C58H120N2O32P2S10 in total in a non-equilibrium geometry, computed with the ωB97M-V functional and the def2-TZVPD basis.

```
! RIJCOSX wB97M-V def2-TZVPD def2/J DEFGRID3
* xyz 0 1
N -17.2784 28.8240 -16.5759
H -16.9249 28.5348 -15.6751
H -17.8833 28.1073 -16.9507
H -16.5205 28.8555 -17.2427
H -17.7681 29.6503 -16.2635
N -17.9779 22.6978 -9.7198
H -18.8431 22.4628 -9.2547
H -17.7891 23.6893 -9.6840
H -18.0673 22.4796 -10.7019
H -17.1831 22.1647 -9.3971
C -16.2368 24.4250 -13.9662
C -16.3258 25.6778 -14.4834
C -16.6472 26.8756 -13.5601
O -16.5926 28.0957 -14.0086
C -17.0397 26.7030 -12.2760
C -16.9859 25.3963 -11.6971
C -16.5579 24.1354 -12.5833
O -16.5673 23.0054 -12.0782
O -17.3664 25.1934 -10.5361
O -16.0968 25.7728 -15.7690
H -15.9588 23.5385 -14.5170
H -17.3278 27.5812 -11.7173
C -12.1023 23.3537 -8.0274
C -12.6742 23.6641 -9.3833
C -14.0002 24.4150 -9.1990
S -14.8262 23.8599 -7.7615
O -15.5444 22.6037 -8.0376
O -15.3395 25.0038 -7.0208
C -13.2478 23.4386 -6.9392
H -11.2169 23.8972 -7.6975
H -11.7131 22.3372 -8.0858
H -12.8551 22.7624 -9.9685
H -11.9426 24.2035 -9.9848
H -14.7261 24.4533 -10.0113
H -13.8259 25.4672 -8.9740
H -13.6025 22.5282 -6.4560
H -13.0412 24.3150 -6.3249
C -19.6932 20.6664 -15.3256
C -20.9414 20.0030 -14.6884
C -20.4629 19.2236 -13.4627
S -19.0010 20.1546 -12.7547
O -17.8833 19.2498 -12.6696
O -19.3850 20.9548 -11.5646
C -18.7459 21.2484 -14.2596
H -19.8406 21.4978 -16.0150
H -19.2479 19.8703 -15.9222
H -21.3382 19.3685 -15.4809
H -21.6089 20.8054 -14.3741
H -20.0806 18.2233 -13.6658
H -21.2277 19.1039 -12.6953
H -17.7089 21.5287 -14.4448
H -19.1686 22.2057 -13.9544
C -17.5409 27.5526 -8.4013
C -16.0370 27.7316 -8.5661
C -15.7619 29.2111 -9.0039
S -17.0255 30.1853 -8.0283
O -17.8343 31.0764 -8.8866
O -16.4941 30.5767 -6.7484
C -18.0110 28.7040 -7.5933
H -17.6418 26.6260 -7.8361
H -18.0442 27.5058 -9.3670
H -15.6672 27.0699 -9.3494
H -15.5201 27.4896 -7.6375
H -16.1334 29.3185 -10.0230
H -14.7476 29.6054 -8.9415
H -19.0456 29.0470 -7.6068
H -17.7847 28.7224 -6.5272
C -20.0998 29.5432 -10.8962
C -21.5538 29.3046 -11.1573
C -21.9166 29.9016 -12.5369
S -21.0047 31.5282 -12.6276
O -21.8410 32.6125 -12.0439
O -20.4660 31.7537 -13.9406
C -19.7031 30.9493 -11.4210
H -19.5618 28.8325 -11.5235
H -19.8432 29.3169 -9.8613
H -22.1871 29.6008 -10.3211
H -21.6143 28.2169 -11.1214
H -22.9488 29.9493 -12.8839
H -21.4161 29.1771 -13.1793
H -19.5658 31.7761 -10.7242
H -18.7889 30.8836 -12.0110
C -17.2348 32.9522 -12.7750
C -16.8899 34.2685 -13.4458
C -16.5647 34.0510 -14.9323
S -16.2870 32.2604 -15.2378
O -14.9107 31.9498 -15.6766
O -17.3967 31.7522 -16.0420
C -16.4958 31.6844 -13.4503
H -18.3005 32.7899 -12.9363
H -17.1428 32.8157 -11.6975
H -16.0975 34.8327 -12.9540
H -17.6968 34.9987 -13.3848
H -15.5780 34.4442 -15.1772
H -17.2654 34.5548 -15.5981
H -15.5859 31.6188 -12.8537
H -17.1123 30.7872 -13.3956
C -12.7394 27.0550 -16.5971
C -11.8427 28.2390 -16.5471
C -12.5968 29.5042 -16.9382
S -13.5517 28.9099 -18.2887
O -13.0790 29.3531 -19.5861
O -14.9882 29.1150 -17.9444
C -13.3233 27.1230 -18.1138
H -13.6121 27.1094 -15.9464
H -12.2900 26.0714 -16.4601
H -10.9225 27.9370 -17.0472
H -11.5018 28.4033 -15.5249
H -12.0837 30.4569 -17.0694
H -13.3166 29.7508 -16.1576
H -12.4821 26.9262 -18.7784
H -14.1466 26.5033 -18.4691
C -12.4138 26.5777 -12.7895
C -13.2235 27.8663 -12.9128
C -13.5904 28.3787 -11.5687
S -12.1012 28.0072 -10.5232
O -12.5438 27.3823 -9.2774
O -11.3129 29.2043 -10.4872
C -11.3438 26.8360 -11.7558
H -11.9249 26.2107 -13.6919
H -13.0342 25.7713 -12.3984
H -14.1077 27.6808 -13.5226
H -12.6465 28.6105 -13.4618
H -14.3506 27.7167 -11.1539
H -13.7914 29.4491 -11.5237
H -10.7107 26.0915 -11.2732
H -10.5554 27.4846 -12.1377
C -14.6412 21.7304 -17.8935
C -13.9815 21.1622 -19.1636
C -12.5961 21.8250 -19.4431
S -12.4282 23.1345 -18.1493
O -11.9936 24.4616 -18.6623
O -11.7645 22.5347 -16.9747
C -14.2132 23.2128 -17.6901
H -14.1038 21.0400 -17.2435
H -15.6695 21.4666 -17.6462
H -14.5790 21.4215 -20.0376
H -13.8354 20.0839 -19.1013
H -12.6682 22.3677 -20.3856
H -11.7016 21.2021 -19.4387
H -14.5792 23.7969 -18.5345
H -14.4049 23.8416 -16.8206
C -13.2414 18.6043 -9.6596
C -13.3658 19.1901 -11.1341
C -14.8602 19.5325 -11.4270
S -15.8255 19.1691 -9.9056
O -16.3365 17.8153 -10.0800
O -16.7357 20.2580 -9.5781
C -14.3757 19.2033 -8.8086
H -12.2116 18.7277 -9.3245
H -13.4380 17.5321 -9.6589
H -12.8630 18.5685 -11.8750
H -12.6987 20.0432 -11.2578
H -15.3361 19.0100 -12.2568
H -14.8787 20.6194 -11.5074
H -14.5998 18.6897 -7.8737
H -14.1910 20.2657 -8.6494
C -20.2328 25.2574 -13.6572
C -21.7022 25.4382 -13.2149
C -22.5076 25.8495 -14.5047
S -21.9126 24.7701 -15.7950
O -22.0113 25.4895 -17.0638
O -22.4906 23.4433 -15.5687
C -20.1349 24.8141 -15.1701
H -19.5044 24.7174 -13.0523
H -19.8700 26.2852 -13.6664
H -21.7729 26.2870 -12.5347
H -22.1396 24.5879 -12.6917
H -22.1479 26.8360 -14.7972
H -23.5827 25.7050 -14.3978
H -19.6196 25.5248 -15.8162
H -19.5867 23.8965 -15.3835
C -13.2134 21.4778 -14.4737
C -12.3316 22.4539 -13.7458
O -11.4651 21.5969 -12.9376
P -9.9710 22.0322 -12.4244
O -9.9879 23.3276 -11.6609
O -9.4560 20.7100 -11.6307
C -8.6789 20.8546 -10.4810
C -7.4420 21.7582 -10.7393
O -9.2108 22.0515 -13.8389
C -9.0717 20.9392 -14.6479
C -7.7071 20.3209 -14.3635
H -14.1608 21.9551 -14.7240
H -12.8555 20.9931 -15.3820
H -13.5264 20.6570 -13.8284
H -11.8347 23.1839 -14.3847
H -12.8709 23.1117 -13.0642
H -9.2500 21.3556 -9.6993
H -8.5970 19.8278 -10.1246
H -6.8190 21.7742 -9.8450
H -6.8498 21.2432 -11.4957
H -7.6768 22.6878 -11.2579
H -9.8340 20.1622 -14.5905
H -9.2112 21.3681 -15.6403
H -7.5950 19.6256 -15.1954
H -6.9339 21.0864 -14.4289
H -7.6216 19.9343 -13.3479
C -23.5051 21.1765 -11.7045
C -23.4598 21.7982 -10.3309
O -22.1966 21.6087 -9.7928
P -21.5224 22.8312 -8.9216
O -20.2056 22.5210 -8.3551
O -21.5095 24.0702 -9.8991
C -20.5902 25.1483 -9.6466
C -21.2677 26.1226 -8.7058
O -22.6374 23.2027 -7.7835
C -23.2669 22.2908 -6.9066
C -22.6760 22.2766 -5.4780
H -23.6458 20.0987 -11.6232
H -24.4260 21.4490 -12.2200
H -22.6384 21.3608 -12.3392
H -23.7485 22.8469 -10.2600
H -24.1298 21.2372 -9.6794
H -19.6277 24.8220 -9.2528
H -20.3755 25.5287 -10.6453
H -20.9297 25.8852 -7.6970
H -21.1122 27.1823 -8.9080
H -22.3077 25.8142 -8.5994
H -24.3109 22.6040 -6.9133
H -23.1788 21.3604 -7.4676
H -22.5215 23.2420 -4.9960
H -23.4342 21.7336 -4.9136
H -21.6612 21.8788 -5.4856
*
```

Computed properties:
Electronic energy   -9463.695792 Eh
Orbital gap   7.53 eV
Strongest force on any atom   4.03 eV/Å